Record 1
Computed, not measured: a 11-piece molecular cluster, C50H70N6O5 overall in a non-equilibrium geometry, with ωB97M-V/def2-TZVPD.

```
131
Properties=species:S:1:pos:R:3
C 3.780 2.337 32.189
C 4.528 3.355 31.611
C 4.115 3.884 30.379
N 3.105 3.281 29.718
C 2.346 2.308 30.269
C 2.665 1.858 31.527
H 4.008 1.880 33.140
H 5.396 3.822 32.053
H 4.714 4.624 29.867
H 1.412 2.024 29.807
H 2.017 1.041 31.808
C 10.475 4.806 19.873
C 9.990 3.499 20.191
C 10.361 2.452 19.310
N 11.059 2.617 18.181
C 11.503 3.838 17.863
C 11.138 5.009 18.638
H 10.016 5.536 20.524
H 9.375 3.320 21.060
H 10.077 1.419 19.446
H 12.070 3.930 16.948
H 11.233 6.026 18.288
C 3.941 9.742 23.566
C 3.619 8.836 24.559
C 3.771 7.445 24.145
N 4.264 6.973 22.956
C 4.684 7.945 22.063
C 4.411 9.292 22.281
H 3.828 10.787 23.815
H 3.083 9.158 25.440
H 3.504 6.613 24.779
H 5.139 7.542 21.170
H 4.739 9.998 21.533
C 4.981 3.403 14.420
C 4.427 3.495 13.127
C 3.059 3.808 13.015
N 2.343 4.211 14.107
C 2.900 4.069 15.316
C 4.187 3.636 15.576
H 6.014 3.095 14.498
H 5.054 3.225 12.290
H 2.578 3.820 12.048
H 2.143 4.235 16.068
H 4.446 3.583 16.623
C 0.824 12.308 17.865
C 1.258 13.544 18.285
C 2.601 13.934 18.096
N 3.549 13.031 17.678
C 3.131 11.807 17.267
C 1.754 11.428 17.300
H -0.224 12.122 18.050
H 0.532 14.102 18.856
H 2.816 14.941 18.423
H 3.907 11.087 17.053
H 1.417 10.442 17.015
C -0.670 14.807 25.768
C 0.631 14.871 26.108
C 1.441 15.793 25.449
N 0.995 16.552 24.330
C -0.343 16.569 24.078
C -1.172 15.670 24.749
H -1.424 14.196 26.241
H 1.095 14.445 26.986
H 2.465 15.995 25.726
H -0.803 17.240 23.368
H -2.219 15.582 24.499
C 11.490 12.225 17.552
C 10.139 11.956 18.270
C 10.278 12.351 19.727
O 11.568 13.075 19.659
C 12.119 13.347 18.373
H 11.488 12.250 16.463
H 12.133 11.378 17.791
H 9.579 11.060 18.002
H 9.438 12.708 17.906
H 10.526 11.424 20.243
H 9.353 12.822 20.061
H 13.204 13.240 18.338
H 11.718 14.266 17.946
C 9.954 12.478 26.991
C 8.863 11.505 27.340
C 7.777 12.337 27.892
O 8.149 13.680 27.686
C 9.105 13.688 26.589
H 10.542 12.196 26.117
H 10.537 12.633 27.899
H 9.195 10.658 27.941
H 8.523 10.946 26.468
H 7.771 12.066 28.948
H 6.830 12.172 27.378
H 9.745 14.566 26.662
H 8.768 13.640 25.554
C 4.973 -0.577 22.232
C 4.884 -1.380 20.899
C 3.816 -2.501 21.171
O 4.003 -2.735 22.566
C 4.339 -1.496 23.270
H 4.480 0.395 22.261
H 6.020 -0.510 22.528
H 5.812 -1.900 20.661
H 4.688 -0.778 20.012
H 4.117 -3.444 20.714
H 2.792 -2.280 20.868
H 5.052 -1.672 24.075
H 3.524 -0.958 23.754
C 0.626 10.818 33.205
C -0.034 9.584 32.644
C 1.055 8.796 31.844
O 1.951 9.869 31.477
C 1.998 10.745 32.605
H 0.882 10.842 34.264
H 0.056 11.669 32.831
H -0.867 9.903 32.019
H -0.483 8.867 33.331
H 0.743 8.159 31.016
H 1.684 8.154 32.461
H 2.388 11.700 32.250
H 2.747 10.297 33.258
C -4.164 6.235 25.264
C -2.720 6.254 25.722
C -2.627 7.728 25.994
O -3.938 8.065 26.501
C -4.754 6.966 26.434
H -4.655 5.276 25.100
H -4.387 6.862 24.400
H -2.117 6.019 24.845
H -2.354 5.714 26.595
H -2.490 8.420 25.163
H -1.827 7.861 26.721
H -5.768 7.340 26.289
H -4.673 6.470 27.401
```

Summary:
- charge = 0
- E_LUMO (eV) = 0.15
- HOMO-LUMO gap (eV) = 9.6102
- M (g mol⁻¹) = 835.15
- E_tot (Ha) = -2651.6028
- SMILES string = c1ccncc1.c1ccncc1.c1ccncc1.c1ccncc1.c1ccncc1.c1ccncc1.C1CCOC1.C1CCOC1.C1CCOC1.C1CCOC1.C1CCOC1
- HOMO energy (eV) = -9.5

***

Record 2
Computed, not measured: a 8-piece molecular cluster, C50H79ClF21N2O17S2 overall, with ωB97M-V/def2-TZVPD.

```
172
Properties=species:S:1:pos:R:3
C -2.164 -0.689 6.070
C -1.558 -0.555 4.908
C -0.087 -0.713 4.655
N 0.465 -2.120 4.538
Cl 0.618 -2.796 6.144
C -0.338 -2.983 3.577
C -1.409 -3.897 4.137
C -2.000 -4.725 2.967
C -3.378 -4.298 2.452
N -3.408 -3.147 1.528
C -3.335 -1.821 2.163
C -4.620 -0.995 1.940
C -4.408 0.185 0.982
C -3.852 1.440 1.683
C -2.631 -3.316 0.371
S -1.128 -2.705 0.127
S -3.404 -4.356 -0.827
C -3.106 -3.424 -2.360
C -2.149 -4.067 -3.371
C -1.989 -5.584 -3.263
C 1.886 -2.046 3.955
O 2.654 -1.158 4.652
C 3.361 -0.192 3.842
C 2.758 1.212 3.968
O 3.077 1.984 2.834
C 2.040 1.920 1.849
C 2.645 2.044 0.459
O 1.625 2.378 -0.451
C 1.177 1.350 -1.328
C -0.348 1.361 -1.368
H -1.818 -1.360 6.849
H -3.059 -0.115 6.274
H -2.160 -0.246 4.060
H 0.468 -0.214 5.443
H 0.140 -0.257 3.690
H 0.400 -3.585 3.043
H -0.776 -2.281 2.866
H -2.184 -3.339 4.665
H -0.983 -4.599 4.856
H -2.099 -5.757 3.312
H -1.281 -4.755 2.143
H -3.847 -5.153 1.956
H -4.027 -4.048 3.294
H -3.193 -1.956 3.235
H -2.494 -1.256 1.752
H -4.953 -0.614 2.913
H -5.404 -1.667 1.586
H -3.689 -0.124 0.216
H -5.360 0.443 0.518
H -4.298 2.350 1.282
H -2.765 1.516 1.593
H -4.083 1.420 2.753
H -4.084 -3.207 -2.790
H -2.691 -2.468 -2.043
H -1.170 -3.593 -3.269
H -2.509 -3.833 -4.377
H -1.535 -5.977 -4.173
H -2.953 -6.082 -3.128
H -1.339 -5.858 -2.430
H 2.271 -3.070 4.025
H 1.735 -1.788 2.900
H 3.460 -0.513 2.801
H 4.371 -0.142 4.245
H 3.224 1.698 4.831
H 1.682 1.191 4.167
H 1.367 2.772 1.992
H 1.488 0.975 1.957
H 3.186 1.134 0.172
H 3.376 2.859 0.489
H 1.553 1.548 -2.338
H 1.520 0.360 -1.006
H -0.691 2.396 -1.319
H -0.752 0.842 -0.493
H -0.719 0.871 -2.269
C 1.925 4.031 -5.007
C 3.063 4.000 -6.002
O 3.396 2.642 -6.383
C 2.601 2.101 -7.286
O 1.648 2.604 -7.806
C 3.088 0.674 -7.640
F 3.394 -0.019 -6.537
F 4.180 0.747 -8.407
F 2.143 0.019 -8.302
H 2.163 3.418 -4.137
H 1.739 5.053 -4.678
H 1.011 3.643 -5.455
H 3.980 4.398 -5.573
H 2.830 4.575 -6.897
C -8.776 3.293 -2.506
C -7.799 3.131 -1.365
O -6.571 2.501 -1.805
C -5.695 3.298 -2.393
O -5.790 4.470 -2.596
C -4.431 2.489 -2.775
F -4.747 1.323 -3.344
F -3.711 2.231 -1.671
F -3.673 3.180 -3.616
H -8.971 2.331 -2.980
H -9.716 3.697 -2.131
H -8.386 3.972 -3.262
H -8.191 2.464 -0.601
H -7.563 4.086 -0.897
C 3.534 -2.526 8.929
C 3.047 -3.858 9.454
O 2.869 -3.826 10.884
C 1.731 -3.285 11.293
O 0.859 -2.836 10.605
C 1.640 -3.345 12.837
F 2.787 -2.964 13.399
F 1.377 -4.601 13.212
F 0.666 -2.555 13.267
H 4.458 -2.232 9.425
H 3.721 -2.596 7.856
H 2.795 -1.744 9.103
H 3.777 -4.644 9.273
H 2.107 -4.158 8.990
C -0.521 1.487 -10.924
C -0.733 2.721 -10.078
O -1.145 3.848 -10.891
C -2.424 3.892 -11.212
O -3.285 3.119 -10.910
C -2.707 5.169 -12.041
F -1.785 5.351 -12.989
F -2.694 6.238 -11.232
F -3.900 5.091 -12.618
H 0.195 1.689 -11.722
H -0.139 0.674 -10.310
H -1.452 1.161 -11.386
H 0.195 3.030 -9.610
H -1.470 2.553 -9.294
C -2.768 -4.797 -8.520
C -3.800 -3.710 -8.327
O -3.246 -2.573 -7.623
C -2.541 -1.736 -8.366
O -2.305 -1.818 -9.533
C -2.064 -0.537 -7.509
F -1.560 -0.937 -6.333
F -3.090 0.283 -7.265
F -1.127 0.131 -8.169
H -2.342 -5.093 -7.562
H -3.231 -5.668 -8.983
H -1.956 -4.456 -9.162
H -4.621 -4.048 -7.699
H -4.213 -3.376 -9.278
C 3.093 4.711 4.952
C 3.636 4.254 6.287
O 3.780 5.350 7.212
C 2.672 5.715 7.838
O 1.584 5.233 7.723
C 2.980 6.870 8.822
F 3.747 7.799 8.250
F 3.629 6.380 9.886
F 1.854 7.436 9.231
H 3.721 5.495 4.531
H 3.059 3.872 4.257
H 2.085 5.113 5.056
H 4.639 3.844 6.181
H 3.004 3.489 6.739
C 7.723 -2.167 -0.343
C 8.233 -2.674 0.985
O 8.379 -1.593 1.941
C 7.293 -1.202 2.566
O 6.179 -1.636 2.451
C 7.666 -0.077 3.561
F 8.468 0.821 2.995
F 8.294 -0.607 4.617
F 6.574 0.552 4.000
H 8.373 -1.380 -0.726
H 7.700 -2.984 -1.063
H 6.716 -1.760 -0.248
H 9.233 -3.090 0.892
H 7.584 -3.439 1.409
```

Summary:
- charge = +1
- E_LUMO (eV) = -3.49
- HOMO-LUMO gap (eV) = 7.3829
- M (g mol⁻¹) = 1478.72
- E_tot (Ha) = -6694.6720
- HOMO energy (eV) = -10.9